Entry 1:
Here is 2 unconnected molecules or ions with the total composition C5H10O from OMol25. Energies are from the ωB97M-V functional and the def2-TZVPD basis.

The geometry in XYZ format:
```
16
Properties=species:S:1:pos:R:3:forces:R:3:mulliken_charge:R:1
C 0.587857 -0.298223 -1.500479 0.00 -0.02 0.00 -1.347
C 0.111486 0.453029 -0.280675 0.23 -0.12 -0.04 1.110
O -1.084182 1.166626 -0.462870 0.00 0.24 -0.02 -0.538
C 1.102022 1.026819 0.672961 0.12 0.16 -0.06 -0.732
C 0.264274 -0.164502 1.095654 -0.15 -0.27 0.21 -1.013
C -1.586921 -1.739510 0.304660 -0.08 0.11 0.23 -0.448
H 1.418251 -0.964850 -1.244221 -0.11 0.12 -0.01 0.278
H 0.930888 0.397828 -2.275076 -0.08 -0.07 0.12 0.364
H -0.226245 -0.912930 -1.891450 0.12 0.10 0.04 0.356
H -0.861613 2.090701 -0.621689 -0.05 -0.09 -0.07 0.355
H 2.158019 0.861598 0.477679 -0.18 0.00 0.01 0.258
H 0.864829 1.977849 1.143388 0.01 -0.16 -0.07 0.299
H -0.513035 0.053035 1.822781 0.14 -0.04 -0.11 0.369
H 0.764119 -1.122731 1.199930 -0.06 0.16 -0.04 0.280
H -2.258454 -0.855387 0.254878 0.10 -0.16 -0.01 0.212
H -1.618427 -1.994760 1.388818 0.00 0.04 -0.18 0.195
```
Positions in Å, forces in eV/Å.

Its net charge is 0. As for the HOMO energy: -8.96 eV. Its HOMO-LUMO gap is 8.7 eV. The total energy comes out at -7389.07500 eV. The calculation puts the energy above the lowest of the compared OMol25 structures with the same formula, charge and spin at 5.690 eV.

***

Entry 2:
Here is a molecular structure, C26H19BrO2S7W from OMol25. Energies are from the ωB97M-V functional and the def2-TZVPD basis.

The geometry in XYZ format:
```
56
Properties=species:S:1:pos:R:3:forces:R:3:mulliken_charge:R:1
W -1.119678 0.280766 -0.417681 0.13 -0.31 0.36 0.842
S -5.426095 1.204725 -0.258564 -0.14 -0.05 -0.06 -0.231
C -3.917432 0.875120 -0.703222 0.64 -0.32 -0.16 0.274
S -2.664660 1.981448 -1.248305 -0.25 0.13 0.15 -0.424
S -3.128141 -0.776382 -0.583829 -0.72 0.37 0.09 -0.303
Br -0.021428 -2.021455 -0.127833 0.07 0.01 0.23 -0.537
O -0.929113 1.003548 1.315189 0.37 0.36 0.07 0.042
C -0.694784 0.878957 2.734687 -0.52 0.41 0.05 2.750
C -0.936453 -0.532905 3.183617 -0.34 -0.29 -0.33 -0.430
C -2.130318 -1.189855 3.084175 -0.49 0.36 0.04 -0.273
C -2.077116 -2.520208 3.574748 0.35 0.25 0.02 -0.899
C -0.817836 -2.842502 3.994370 -0.04 0.05 0.00 -0.488
S 0.301543 -1.553983 3.787061 -0.47 -0.32 0.23 -0.085
C 0.718431 1.282877 3.079090 0.53 0.61 1.15 -0.922
C 1.246466 1.747155 4.297063 0.70 -0.79 -2.54 -0.313
C 2.682686 1.749774 4.236963 -0.51 -0.17 0.54 -0.769
C 3.184579 1.274053 3.063979 -0.59 0.43 0.12 -0.469
S 1.951435 0.902941 1.957943 -0.10 -0.21 -0.06 0.057
C -1.699662 1.828293 3.396940 -0.80 -0.51 0.57 -0.473
C -2.501710 1.587999 4.493657 0.66 -0.22 0.03 -0.328
C -3.338673 2.682362 4.840060 0.26 -0.55 -0.50 -0.664
C -3.202769 3.733805 3.992792 0.23 -0.60 -0.23 -0.542
S -2.075216 3.367698 2.748488 0.23 0.49 -0.09 -0.117
H -3.038352 -0.690234 2.720744 0.46 -0.32 0.14 0.619
H -2.931538 -3.176770 3.654226 0.06 -0.03 -0.08 0.424
H -0.520548 -3.765907 4.461744 0.16 -0.05 -0.07 0.445
H 0.692124 2.057518 5.147582 -0.54 0.10 0.43 0.577
H 3.295098 2.043577 5.082018 0.00 0.02 -0.16 0.383
H 4.193029 1.180096 2.752454 0.71 0.00 -0.06 0.495
H -2.484055 0.660211 5.068430 0.06 0.28 -0.30 0.501
H -4.080272 2.580240 5.598404 -0.29 0.29 0.54 0.420
H -3.778256 4.634324 4.000434 -0.05 0.37 -0.16 0.475
O 0.161276 0.654215 -1.960482 -0.33 -0.06 0.09 -0.425
S 0.810417 0.656810 -3.330244 0.72 -0.03 -0.61 0.026
C 2.420428 -0.026002 -3.016193 -0.06 -0.41 -0.27 0.475
C 3.500909 0.745703 -3.402161 0.52 0.06 0.49 -0.402
C 4.770100 0.376613 -2.976113 -0.13 -0.69 0.12 -0.588
C 4.950990 -0.777880 -2.221890 0.29 0.05 -0.04 -0.391
C 3.866809 -1.590793 -1.899927 0.11 0.30 -0.20 -0.901
C 2.600461 -1.225141 -2.320703 0.08 0.25 0.13 -0.193
C 0.020432 -0.555467 -4.395325 -1.51 0.98 1.07 0.754
C -1.344265 -0.286388 -4.648278 0.69 -0.47 -0.42 -0.508
C -2.020770 -1.183619 -5.483086 -0.24 1.65 0.05 -0.659
C -1.351324 -2.184818 -6.129139 0.99 -1.10 0.42 -0.507
C -0.002212 -2.437086 -5.841677 -1.01 0.37 -0.10 -0.740
C 0.670211 -1.629726 -4.939421 0.33 -0.44 -0.61 -0.218
H 3.403746 1.654353 -3.962417 -0.33 0.32 -0.18 0.436
H 5.632239 0.963038 -3.218834 0.21 0.34 -0.19 0.414
H 5.966462 -1.031261 -1.907653 -0.39 -0.02 0.01 0.394
H 3.985659 -2.487801 -1.307942 0.06 -0.02 -0.06 0.445
H 1.775114 -1.853623 -2.047156 -0.41 0.01 0.06 0.514
H -1.822032 0.628109 -4.288695 0.06 -0.42 0.16 0.401
H -3.040016 -0.969949 -5.771791 -0.16 -0.06 0.26 0.396
H -1.883329 -2.853027 -6.789767 -0.01 0.06 -0.18 0.380
H 0.469988 -3.256546 -6.339700 0.42 -0.30 -0.07 0.402
H 1.707422 -1.796997 -4.728834 0.32 -0.15 0.11 0.455
```
Positions in Å, forces in eV/Å.

Its net charge is 0. The spin multiplicity is 3. As for the HOMO energy (spin up / spin down): -6.79 / -7.98 eV. Its HOMO-LUMO gap (spin up / spin down) is 6.2 / 7.4 eV. The total energy comes out at -179079.94868 eV. The calculation puts the energy above the lowest of the compared OMol25 structures with the same formula, charge and spin at 0.000 eV.

***

Entry 3:
Here is C2HCl2F in the gas phase from OMol25. Energies are from the ωB97M-V functional and the def2-TZVPD basis.

The geometry in XYZ format:
```
6
Properties=species:S:1:pos:R:3:forces:R:3:mulliken_charge:R:1
C -0.445186 0.197769 0.613249 -2.17 -0.44 -0.53 -0.159
C 0.400762 -0.117637 -0.298433 2.14 -2.45 -3.04 0.328
H -0.406096 1.098962 1.103210 0.26 1.82 1.45 0.349
F -1.639381 -0.388779 0.665368 -0.14 -0.61 0.57 -0.208
Cl 0.329345 -1.585379 -1.343813 -0.53 1.09 1.13 -0.165
Cl 1.760556 0.795065 -0.739581 0.44 0.58 0.43 -0.145
```
Positions in Å, forces in eV/Å.

Its net charge is 0. As for the HOMO energy: -10.00 eV. Its structure (SMILES) is FC=C(Cl)Cl. Its HOMO-LUMO gap is 10.7 eV. The total energy comes out at -29851.16942 eV. The calculation puts the energy above the lowest of the compared OMol25 structures with the same formula, charge and spin at 0.525 eV.